Entry from the OMol25 dataset: a molecular structure, C5H8MgO5Sc at a distorted geometry (ωB97M-V/def2-TZVPD).

XYZ file:
```
20
Properties=species:S:1:pos:R:3:forces:R:3
Sc 1.1547 -0.6166 1.2750 0.6 -1.3 -0.6
Mg -2.1831 3.3382 3.3653 -0.4 0.4 0.5
O -1.0778 2.4168 2.0305 1.0 -1.5 -1.1
O 0.3210 -0.4370 -0.7377 1.2 -0.3 1.1
O -0.1030 0.4390 2.5474 -0.6 -0.5 -0.1
O 0.7311 1.5198 0.8219 -0.9 -0.3 1.1
O 1.1804 -2.4379 0.7767 -0.2 2.2 1.0
C -0.3235 1.4527 1.8512 1.3 1.8 0.3
C 0.8765 -2.7174 -0.5492 -0.3 -0.9 -2.1
C -0.4625 0.6893 -1.0277 -1.8 1.3 1.4
C 0.3455 1.8734 -0.5132 -0.9 0.5 -1.0
C -0.1564 -1.7374 -1.1051 -0.6 -1.0 -0.3
H 1.2317 2.0705 -1.1260 0.0 -0.1 0.5
H -0.2823 2.7738 -0.4829 0.3 -0.2 -0.1
H -1.1424 -1.8882 -0.6360 0.2 0.0 -0.2
H 1.7773 -2.6658 -1.1945 -0.2 -0.1 0.4
H -0.2509 -1.7966 -2.1991 0.0 -0.1 0.3
H 0.4574 -3.7339 -0.6750 0.3 0.4 0.2
H -1.4230 0.6760 -0.3188 1.4 -0.3 -2.0
H -0.6705 0.7814 -2.1027 -0.3 -0.2 0.4
```
Positions in Å, forces in eV/Å.

Multiplicity   2
LUMO (alpha / beta)   -0.310 / -0.311 Ha
HOMO level (alpha / beta)   -14.060 / -17.980 eV
Energy relative to the best compared isomer or geometry (same formula, charge and spin)   0.0 kcal per mole
Net charge   +2

---

Entry from the OMol25 dataset: 2 unconnected molecules or ions with the total composition C5H14 at a distorted geometry (ωB97M-V/def2-TZVPD).

XYZ file:
```
19
Properties=species:S:1:pos:R:3:forces:R:3
C -1.0130 -2.0307 1.0373 -0.7 -0.3 -0.3
C -0.6961 1.4172 -1.6253 -0.8 2.0 -2.5
C 0.0179 -0.9659 1.4341 -1.0 -0.2 -1.3
C 1.4226 -1.2316 0.9534 1.2 1.4 -0.3
C 0.2358 2.6447 -1.6380 1.8 -0.8 -0.3
H -0.1777 3.6158 -1.4669 -0.7 0.3 0.5
H -0.6022 -3.0259 0.8197 0.1 0.4 -0.1
H 1.9350 -0.2602 0.9900 0.2 -0.1 0.3
H 0.0192 -0.7980 2.4903 0.1 0.0 0.7
H -0.3645 -0.0394 0.9709 0.4 -0.1 0.3
H 1.0347 2.4457 -0.9275 -0.1 0.4 0.7
H 0.8742 2.8093 -2.5207 -0.6 -0.5 -0.4
H 2.0001 -1.8764 1.6124 -0.1 -0.4 -0.2
H -0.1024 0.5156 -1.5779 -0.3 -0.3 0.7
H -1.2014 1.3828 -2.6389 0.3 -0.1 1.0
H 1.5995 -1.4735 -0.1076 -0.7 -0.5 0.4
H -1.5137 1.6499 -0.9298 0.5 -1.0 0.3
H -1.7806 -2.2157 1.7872 0.1 0.2 0.4
H -1.6099 -1.6748 0.1758 0.5 -0.4 0.1
```
Positions in Å, forces in eV/Å.

Structure (SMILES)   CCC.CC
Multiplicity   1
LUMO   0.041 Ha
HOMO level   -11.206 eV
Energy relative to the best compared isomer or geometry (same formula, charge and spin)   16.1 kcal per mole
Net charge   0

---

Entry from the OMol25 dataset: a gas-phase ion, C5H10NO (charge +1) at a distorted geometry (ωB97M-V/def2-TZVPD).

XYZ file:
```
17
Properties=species:S:1:pos:R:3:forces:R:3
O 0.8111 -0.0970 2.5939 0.1 0.0 -0.3
N -1.2667 0.0027 1.0420 0.4 -0.8 -1.4
C 0.2545 -1.4314 -2.2265 -0.3 -0.2 0.2
C -0.1232 0.9067 0.6995 0.3 1.0 -1.0
C 0.3821 0.5914 -0.7421 -0.6 -0.1 0.2
C 0.4408 -0.8823 -1.0381 0.8 0.1 0.4
C 0.8761 0.8344 1.8266 -0.6 -0.5 1.2
H 1.3158 1.1216 -0.9212 0.1 0.0 0.1
H 1.5177 1.6857 2.0827 0.3 0.1 -0.7
H -0.3881 1.0472 -1.3709 0.3 0.0 -0.3
H 0.8024 -1.5164 -0.2259 -0.3 -0.1 0.0
H 0.0891 -0.8540 -3.1215 -0.3 0.1 -0.1
H 0.2455 -2.5070 -2.3018 0.3 -0.1 -0.3
H -2.1777 0.3665 0.7613 -0.1 0.3 0.9
H -0.4803 1.9280 0.5678 -0.2 0.0 0.7
H -1.1335 -0.4004 1.9783 -0.4 0.4 0.3
H -1.1654 -0.7956 0.3958 0.1 -0.3 0.1
```
Positions in Å, forces in eV/Å.

Structure (SMILES)   C=CC[C@@H]([NH3+])C=O
Multiplicity   1
LUMO   -0.138 Ha
HOMO level   -14.313 eV
Energy relative to the best compared isomer or geometry (same formula, charge and spin)   44.2 kcal per mole
Net charge   +1

---

Entry from the OMol25 dataset: a single C11H15NOS molecule at a distorted geometry (ωB97M-V/def2-TZVPD).

XYZ file:
```
29
Properties=species:S:1:pos:R:3:forces:R:3
S -1.0229 -0.7864 -0.3288 0.9 0.2 1.7
O -0.9825 -0.6326 -1.7662 -0.3 0.0 -1.6
N 0.2555 0.3534 0.1803 1.6 0.6 1.3
C 1.4655 -0.0764 0.3357 0.0 -1.4 -1.2
C 2.9078 0.5226 0.3629 -0.7 1.0 -0.2
C 3.8422 0.7056 1.3015 0.4 0.0 -2.9
C 3.4060 0.4983 -1.0275 0.7 -2.3 -3.0
C 1.7735 -1.5355 -0.0016 0.1 0.0 0.9
C 3.3473 -0.6709 -1.7636 -2.2 1.3 3.6
C -2.4581 0.1531 1.8714 1.8 0.6 -1.5
C 2.6203 -1.8151 -0.9981 0.4 2.7 -1.5
C -3.7090 -0.3810 -0.2890 -2.4 -0.9 3.4
C -2.4545 1.6261 -0.3075 2.8 -1.6 -1.7
C -2.4458 0.1862 0.3057 -1.2 1.6 1.1
H -3.2154 0.7807 2.2570 -1.3 0.5 0.2
H -1.3977 2.0482 -0.3406 -1.5 -0.2 0.2
H -1.5603 0.7489 2.0370 0.4 -0.4 0.9
H 3.6221 -0.6827 -2.8039 0.2 -0.4 0.0
H -3.2014 2.3186 0.0406 -0.2 -0.1 0.4
H 2.7627 -2.7132 -1.5023 0.1 -2.0 0.1
H -3.5866 -0.6867 -1.2845 -0.1 -0.3 -1.5
H -4.0078 -1.2348 0.3826 0.2 0.2 -1.1
H 1.2882 -2.2283 0.7082 0.2 -0.1 -1.0
H -2.6801 1.2561 -1.3469 0.2 1.6 0.5
H -4.6273 0.3237 -0.1258 1.9 -0.9 -0.6
H 3.9425 1.2866 -1.5661 -0.3 0.4 0.9
H -2.4544 -0.7952 2.4207 0.1 0.0 -0.6
H 3.6713 0.6173 2.2967 -0.5 -0.1 2.9
H 4.8991 0.8133 0.9520 -1.1 0.2 0.4
```
Positions in Å, forces in eV/Å.

Multiplicity   1
LUMO   -0.002 Ha
HOMO level   -8.620 eV
Energy relative to the best compared isomer or geometry (same formula, charge and spin)   143.2 kcal per mole
Net charge   0

---

Entry from the OMol25 dataset: 7 unconnected molecules or ions with the total composition C12H39O13 at a distorted geometry (ωB97M-V/def2-TZVPD).

XYZ file:
```
64
Properties=species:S:1:pos:R:3:forces:R:3
O 4.2404 3.8700 -0.2046 -0.6 0.2 -0.7
O -0.7590 2.6127 -1.4614 0.7 -0.4 0.2
O -1.1671 -2.8394 -0.1641 -0.4 -0.6 -1.4
O 0.1131 0.2060 -0.0725 0.0 0.0 -0.2
O -2.2140 -0.7651 1.1719 0.4 -0.3 0.4
O -0.4292 2.8143 1.5414 0.0 -0.8 -0.4
O -2.7753 -3.5351 2.2612 -0.3 -0.1 -0.3
O -0.4516 0.0730 -2.6644 -0.7 -0.6 -0.6
O 2.4844 1.7191 0.2562 1.2 0.3 0.5
O 1.6474 -1.3787 -1.6883 0.3 -0.1 0.0
O -4.2761 -2.9868 -0.8222 0.3 -0.2 -0.3
O 1.3792 0.7850 4.1286 0.1 0.1 0.3
O 2.1459 -0.9859 1.3673 0.3 0.1 0.4
C 3.6460 3.1689 -1.3179 0.1 -0.6 1.4
C 0.6960 -0.0171 3.1922 0.1 -0.5 -0.6
C -1.9163 -2.6783 -1.4013 -0.6 -0.2 -0.7
C 1.5332 -1.1841 2.6610 -0.5 -0.2 -0.3
C 1.3684 -1.5613 -3.0756 -0.5 0.4 0.0
C -3.0785 -1.0941 2.2592 -0.2 -0.2 0.0
C -0.2005 3.7816 0.5366 -0.5 1.5 0.0
C 0.6181 -0.3109 -3.5229 1.2 0.0 0.1
C -2.6202 -2.3459 3.0323 0.0 0.3 -1.2
C -3.2002 -3.5034 -1.5936 0.2 -0.2 0.7
C -1.1664 3.6964 -0.6283 -0.7 -0.5 -0.8
C 3.4439 1.7412 -0.7942 -0.4 0.1 -1.8
H -1.8957 -1.6140 0.8100 0.0 0.7 0.2
H -3.1288 -0.2522 2.9551 0.2 0.1 -0.2
H 0.0009 1.1647 0.1229 -0.1 -0.1 0.0
H -3.4521 -3.4875 -2.6562 -0.2 0.6 0.0
H 1.0663 0.0144 -0.2663 -0.2 -0.1 0.4
H -1.2928 -2.8964 -2.2743 0.3 0.0 0.3
H 1.3373 0.5113 -3.4521 -0.1 0.0 -0.3
H 2.4477 -1.8443 -1.4213 -0.1 -0.1 0.0
H 2.2587 -1.6194 -3.7062 0.2 0.0 0.2
H -2.1540 -3.5212 1.5215 0.1 0.0 0.2
H 0.8312 3.7156 0.1939 0.0 -0.2 -0.2
H 2.9687 1.1428 -1.5788 0.3 0.0 -0.1
H 0.3184 -0.4491 -4.5639 -0.2 0.2 0.1
H -1.2027 4.6265 -1.2074 0.5 0.1 0.2
H 0.7991 -2.4818 -3.2365 -0.1 0.1 0.1
H 0.3126 0.5658 2.3551 0.0 0.0 0.0
H -4.1168 -3.2150 0.1046 -0.1 0.0 0.0
H -3.0728 -4.5799 -1.4251 0.3 0.1 0.4
H 4.4178 1.2982 -0.5699 -0.2 -0.1 0.5
H -0.3353 4.8057 0.8951 0.1 -0.1 0.4
H -0.4154 -0.0332 -0.8846 0.4 0.4 0.0
H 2.9833 2.1276 0.9818 -0.6 0.0 0.2
H 0.8535 -2.0234 2.5126 0.0 -0.1 0.0
H -1.5487 -2.2395 3.2335 -0.1 0.2 0.5
H 1.6319 1.6279 3.7472 0.0 0.0 -0.1
H 4.2589 4.7912 -0.4909 0.2 0.0 0.4
H -3.2165 -2.4901 3.9292 0.2 0.1 0.1
H -1.1983 2.5962 -2.3138 -0.2 0.2 0.1
H -4.0655 -1.2083 1.7995 -0.2 -0.3 0.5
H 2.2743 -1.4781 3.4040 0.1 0.0 0.0
H -0.1713 -0.4872 3.6591 0.0 0.3 0.4
H 4.3308 3.2554 -2.1603 -0.3 -0.3 -0.3
H -1.2653 -0.1398 -3.1373 -0.1 0.0 0.3
H -2.2330 -1.6377 -1.4829 0.1 0.1 0.2
H 3.0554 -0.7136 1.5214 0.0 0.1 -0.1
H 2.6356 3.5297 -1.5287 0.2 0.4 -0.3
H -2.2157 3.5016 -0.3721 0.2 0.2 0.7
H -0.4873 3.1667 2.4316 0.0 0.3 -0.1
H -0.3759 -3.3116 -0.4465 0.1 0.0 0.6
```
Positions in Å, forces in eV/Å.

Multiplicity   1
LUMO   -0.087 Ha
HOMO level   -12.166 eV
Energy relative to the best compared isomer or geometry (same formula, charge and spin)   33.0 kcal per mole
Net charge   +1

---

Entry from the OMol25 dataset: 3 unconnected molecules or ions with the total composition C13H29O7SSi at a distorted geometry (ωB97M-V/def2-TZVPD).

XYZ file:
```
51
Properties=species:S:1:pos:R:3:forces:R:3
S 2.4726 -0.7054 1.2731 0.9 -0.5 1.5
Si -2.5735 0.5129 2.3429 -1.0 0.4 0.1
O -1.4790 -0.7696 1.8739 0.0 1.3 0.1
O 2.9699 1.6344 -2.4914 0.1 0.0 0.1
O 0.7207 1.4484 -2.5706 -0.2 -0.1 0.3
O 0.1440 -3.4341 -3.2227 0.0 0.1 0.2
O -1.3089 -2.0536 -2.4370 0.2 -0.1 0.0
O 0.4505 -2.6203 -1.1363 0.3 0.1 0.4
O 2.0055 1.5990 -4.4201 0.0 0.0 0.2
C 1.3489 -4.1858 -3.0727 0.3 -0.3 -0.1
C 0.8186 1.5178 -5.2142 -0.3 0.0 -0.4
C -2.5258 0.8138 4.2409 0.2 -0.4 -0.8
C 0.9011 -1.3107 2.0175 -0.3 -0.5 0.5
C -0.1764 -2.6969 -2.1644 -0.4 0.0 -0.7
C 2.2903 1.6414 2.9124 0.2 -1.1 -0.5
C -0.1758 -0.2038 1.8106 0.0 -0.5 0.6
C -2.1155 2.1643 1.4712 0.5 -0.9 0.2
C 3.0540 0.8070 2.0911 -0.5 0.8 1.1
C -1.7573 -1.2283 -1.3677 -0.3 0.3 0.4
C 1.7885 1.5514 -3.1123 0.2 0.0 -0.6
C 2.8589 1.5940 -1.0785 0.0 0.0 0.2
C -4.3739 0.1250 1.9086 0.4 0.0 0.3
H -2.8994 2.8952 1.7342 0.4 -0.2 -0.2
H -1.9609 -1.8297 -0.4826 0.1 0.1 0.0
H 3.4583 -1.6514 1.5313 -0.8 0.2 0.1
H -4.5633 0.1424 0.8223 0.0 -0.3 0.5
H -2.6775 -0.7377 -1.6774 0.1 -0.1 -0.2
H 1.0268 -1.5831 3.0784 0.1 0.3 -0.4
H 0.6677 -2.2558 1.4802 0.1 0.8 -0.2
H -1.0109 -0.4637 -1.1464 0.0 0.0 0.0
H -1.1298 2.5170 1.8342 -0.5 0.1 -0.1
H -4.6771 -0.8155 2.4026 0.0 0.3 -0.5
H 2.2003 -3.5227 -2.9196 -0.1 0.0 0.1
H -4.9900 0.9250 2.3720 0.4 -0.3 -0.3
H 2.4084 0.6499 -0.7627 -0.1 0.4 -0.3
H 3.8635 1.6651 -0.6662 0.1 0.0 -0.2
H 0.0032 0.3085 0.8450 -0.1 0.0 0.4
H -3.5484 1.0730 4.5755 0.6 0.0 -0.2
H -0.0914 0.4944 2.6737 0.4 -0.1 -0.7
H 0.1564 2.3568 -5.0033 0.0 -0.1 0.1
H 4.0995 1.0946 1.8829 -1.0 0.3 -1.7
H 0.3049 0.5721 -5.0436 0.0 0.1 0.1
H -1.8313 1.6528 4.4296 -0.3 -0.4 0.3
H 1.5005 -4.7408 -3.9950 -0.2 0.1 0.0
H 2.2716 2.4388 -0.7137 -0.1 -0.1 0.0
H 1.1235 1.5668 -6.2564 0.2 0.0 0.1
H -2.0205 2.0530 0.3738 -0.3 0.1 0.5
H -2.2249 -0.1115 4.7666 0.0 0.6 -0.1
H 1.9330 2.6048 2.5094 1.8 0.5 0.9
H 1.2614 -4.8936 -2.2488 0.0 0.1 0.0
H 2.0092 1.3946 3.9498 -1.4 -0.7 -1.1
```
Positions in Å, forces in eV/Å.

Multiplicity   1
LUMO   -0.193 Ha
HOMO level   -12.908 eV
Net charge   +1